[1]
DFT (ωB97M-V/def2-TZVPD) results for a structure of composition C11H5Br4FeO6S.

```
28
Properties=species:S:1:pos:R:3
Fe -0.058 0.029 -0.009
C -1.456 -1.332 -1.511
C -0.126 -1.619 -1.887
C 0.437 -0.448 -2.416
C -0.543 0.569 -2.377
C -1.713 0.025 -1.812
H -2.149 -2.031 -1.066
H 0.395 -2.545 -1.706
H 1.459 -0.329 -2.743
H -0.411 1.592 -2.689
H -2.642 0.551 -1.655
O 2.854 -2.263 0.666
S 1.889 -1.300 1.160
O 2.054 -0.944 2.550
O 1.903 -0.021 0.285
O 0.459 -1.754 0.861
Br -2.477 4.170 5.067
C -1.838 3.548 3.390
C -1.518 4.442 2.384
Br -1.746 6.310 2.633
C -1.019 3.958 1.159
Br -0.590 5.113 -0.287
C -0.818 2.600 0.940
O -0.384 2.063 -0.152
C -1.174 1.675 1.977
O -1.003 0.425 1.686
C -1.668 2.166 3.177
Br -2.131 0.880 4.489
```

The HOMO energy (spin up / spin down) is -1.760 / -1.726 eV. As for the net charge: -2. Its LUMO energy (spin up / spin down) is 4.196 / 4.196 eV. The value obtained for the relative energy (zero: lowest compared OMol25 entry of this formula, charge and spin) is 32.7 kJ/mol. As for the multiplicity: 6. The calculation puts the calculated total energy at -349168.329 eV. The HOMO-LUMO gap (spin up / spin down) comes out at 5.96 / 5.92 eV.

[2]
DFT (ωB97M-V/def2-TZVPD) results for a structure of composition C28H44As2BN6O8S2Y.

```
92
Properties=species:S:1:pos:R:3
Y -1.509 0.821 0.618
C -4.284 -1.265 -3.923
N -3.199 -0.294 -3.879
C -2.499 0.140 -4.989
C -1.595 1.039 -4.552
N -1.741 1.163 -3.182
B -0.965 2.154 -2.296
N -1.882 3.347 -1.929
C -2.613 4.048 -2.871
C -3.233 5.070 -2.250
N -2.885 4.993 -0.916
C -3.319 5.928 0.113
C -2.058 3.944 -0.740
S -1.357 3.526 0.785
C -2.727 0.340 -2.790
S -3.362 0.098 -1.203
H -3.990 -2.103 -4.550
H -5.181 -0.802 -4.329
H -4.485 -1.619 -2.917
H -2.711 -0.238 -5.974
H -0.848 1.600 -5.085
H -0.615 1.550 -1.268
H 0.031 2.504 -2.859
H -2.629 3.757 -3.906
H -3.887 5.839 -2.620
H -4.353 6.205 -0.076
H -2.694 6.819 0.103
H -3.244 5.447 1.083
C -3.234 -2.050 6.186
C -4.069 -0.962 5.525
N -3.258 0.012 4.777
C -2.615 1.076 5.556
C -1.126 0.846 5.795
C -3.065 -0.076 3.465
C -3.709 -1.203 2.708
N -2.351 0.788 2.771
H -3.886 -2.781 6.662
H -2.581 -1.639 6.957
H -2.616 -2.571 5.454
H -4.628 -0.403 6.274
H -4.807 -1.396 4.857
H -3.138 1.131 6.508
H -2.792 2.033 5.058
H -0.959 -0.054 6.384
H -0.707 1.690 6.342
H -0.572 0.740 4.860
H -4.792 -1.079 2.680
H -3.487 -2.166 3.164
H -3.347 -1.231 1.681
H -1.932 1.522 3.335
C 2.233 3.124 1.805
O 2.619 1.972 1.008
C 1.812 0.960 0.940
O 0.700 0.949 1.498
C 2.330 -0.176 0.141
C 1.695 -1.352 0.234
As 2.140 -3.160 -0.469
C 0.800 -3.194 -1.915
C 3.738 -2.720 -1.487
C 4.430 -1.586 -1.506
As 3.903 0.231 -0.978
C 2.835 0.613 -2.601
C 5.829 -1.511 -2.055
O 6.774 -2.056 -1.561
O 5.860 -0.713 -3.126
C 7.165 -0.508 -3.708
C 4.166 -3.991 -2.147
O 3.623 -5.034 -1.856
O 5.118 -3.853 -3.047
C 5.639 -5.064 -3.633
C 0.468 -1.527 1.060
O -0.645 -1.277 0.572
O 0.511 -2.085 2.233
C 1.772 -2.325 2.915
H 1.512 3.716 1.249
H 3.151 3.676 1.967
H 1.803 2.791 2.746
H -0.052 -3.790 -1.597
H 1.267 -3.680 -2.770
H 0.478 -2.192 -2.189
H 2.542 -0.314 -3.089
H 3.438 1.210 -3.281
H 1.950 1.186 -2.320
H 7.047 0.304 -4.418
H 7.485 -1.415 -4.216
H 7.881 -0.252 -2.932
H 6.626 -4.810 -4.002
H 4.993 -5.376 -4.451
H 5.694 -5.851 -2.886
H 1.541 -2.263 3.973
H 2.510 -1.575 2.646
H 2.122 -3.320 2.658
```

The HOMO energy is -13.047 eV. As for the net charge: +2. Its LUMO energy is -5.431 eV. The calculation puts the calculated total energy at -200130.779 eV. The HOMO-LUMO gap comes out at 7.62 eV.

[3]
DFT (ωB97M-V/def2-TZVPD) results for a structure of composition C5H10IP at a distorted geometry.

```
17
Properties=species:S:1:pos:R:3
C -0.116 1.330 -0.645
C -0.735 0.754 0.552
C 0.465 0.263 -1.553
C 0.383 -0.049 1.166
C 1.311 -0.610 0.020
P 1.539 -2.425 -0.255
I 3.335 0.334 -0.039
H -0.728 2.180 -1.032
H 0.738 1.837 -0.207
H -1.223 1.375 1.304
H -1.477 -0.028 0.210
H -0.191 -0.447 -2.130
H 1.293 0.541 -2.150
H 0.968 0.532 1.793
H 0.079 -0.958 1.715
H 0.211 -2.831 -0.378
H 1.645 -2.808 1.050
```

The HOMO energy is -9.123 eV. Its LUMO energy is 0.345 eV. The value obtained for the relative energy (zero: lowest compared OMol25 entry of this formula, charge and spin) is 113.2 kJ/mol. The calculation puts the calculated total energy at -22734.284 eV. The HOMO-LUMO gap comes out at 9.47 eV.

[4]
DFT (ωB97M-V/def2-TZVPD) results for an isolated molecule of C5H12S at a distorted geometry.

```
18
Properties=species:S:1:pos:R:3
C 0.626 1.926 0.430
C -0.387 1.019 -0.355
C -0.308 -0.486 0.022
C -0.918 -1.323 -1.176
C 1.058 -1.071 0.342
H 0.374 2.005 1.540
H 0.571 2.954 0.038
H 1.671 1.642 0.396
H -0.114 1.018 -1.480
H -1.393 1.359 -0.225
H -0.264 -1.319 -2.048
H -1.881 -0.896 -1.577
H -1.160 -2.390 -0.920
H 0.991 -2.179 0.495
H 1.776 -0.901 -0.457
H 1.527 -0.550 1.219
H -0.785 0.022 2.299
S -1.385 -0.830 1.458
```

The HOMO energy is -8.900 eV. The structure (SMILES) is CCC(C)(C)S. Its LUMO energy is 0.847 eV. The value obtained for the relative energy (zero: lowest compared OMol25 entry of this formula, charge and spin) is 6.9 kJ/mol. The calculation puts the calculated total energy at -16214.704 eV. The HOMO-LUMO gap comes out at 9.75 eV.

[5]
DFT (ωB97M-V/def2-TZVPD) results for a cluster of 2 separate species, C8H12N3O3 in total at a distorted geometry.

```
26
Properties=species:S:1:pos:R:3
C -0.177 1.663 -1.553
C 0.219 -1.444 -0.189
C 4.246 -1.039 1.475
C -1.566 1.710 1.287
C -1.286 0.251 0.941
C -2.701 2.364 1.090
C 0.068 0.046 0.229
C -0.178 -1.864 -1.576
N -0.668 2.626 -2.000
N 0.267 0.660 -1.018
N 1.241 -1.697 -1.265
O 5.208 -0.900 2.091
O -0.086 -2.356 0.734
O 3.289 -1.172 0.846
H -0.041 -2.283 1.661
H -0.767 2.129 1.873
H -1.272 -0.394 1.847
H -2.238 0.094 0.294
H -2.882 3.403 1.367
H -3.392 1.866 0.415
H 0.783 0.284 0.978
H -0.656 -1.067 -2.060
H -0.338 -2.844 -1.848
H 1.736 -2.528 -1.332
H -0.629 3.398 -2.627
H 1.820 -0.908 -1.659
```

The HOMO energy is -12.824 eV. As for the net charge: +1. Its LUMO energy is -2.819 eV. The value obtained for the relative energy (zero: lowest compared OMol25 entry of this formula, charge and spin) is 215.0 kJ/mol. The calculation puts the calculated total energy at -19094.140 eV. The HOMO-LUMO gap comes out at 10.00 eV.

[6]
DFT (ωB97M-V/def2-TZVPD) results for a cluster of 5 separate species, H10O5 in total at a distorted geometry.

```
15
Properties=species:S:1:pos:R:3
O -0.594 0.573 1.294
H 0.102 -0.121 1.117
H -1.424 0.118 1.090
O -0.620 1.895 -1.154
H 0.107 1.648 -1.707
H -0.431 1.375 -0.343
O 2.718 1.020 -0.056
H 3.528 0.579 -0.401
H 2.074 0.383 0.264
O -2.787 -0.985 0.488
H -3.596 -0.534 0.181
H -2.338 -1.168 -0.340
O 1.284 -1.286 0.038
H 0.641 -1.974 0.387
H 1.336 -1.523 -0.857
```

The HOMO energy is -10.590 eV. The structure (SMILES) is O.O.O.O.O. Its LUMO energy is -0.185 eV. The value obtained for the relative energy (zero: lowest compared OMol25 entry of this formula, charge and spin) is 118.3 kJ/mol. The calculation puts the calculated total energy at -10399.624 eV. The HOMO-LUMO gap comes out at 10.40 eV.

[7]
DFT (ωB97M-V/def2-TZVPD) results for an isolated molecule of C18H29NO3.

```
51
Properties=species:S:1:pos:R:3
C 2.701 -0.063 -2.052
C 3.285 -0.346 -0.674
H 3.690 -1.358 -0.652
H 4.096 0.353 -0.463
C 2.224 -0.216 0.426
C 2.840 -0.262 1.806
C 2.758 0.837 2.651
C 3.334 0.800 3.909
C 3.992 -0.340 4.339
C 4.070 -1.442 3.505
C 3.498 -1.405 2.246
H 3.549 -2.271 1.603
H 4.577 -2.336 3.837
H 4.439 -0.369 5.321
H 3.266 1.663 4.555
H 2.245 1.729 2.321
C 1.229 -1.359 0.361
O 1.477 -2.491 0.042
O 0.020 -0.949 0.762
C -1.005 -1.942 0.834
C -2.193 -1.407 1.639
O -3.059 -0.597 0.893
C -2.576 0.718 0.660
H -2.601 1.280 1.608
C -3.483 1.404 -0.380
N -3.150 1.207 -1.770
C -3.005 -0.176 -2.187
C -3.636 -0.411 -3.558
H -3.102 0.125 -4.338
H -4.667 -0.070 -3.551
H -3.617 -1.471 -3.798
H -1.951 -0.493 -2.216
H -3.519 -0.796 -1.452
C -2.209 2.139 -2.348
C -0.769 2.118 -1.813
H -0.146 2.760 -2.431
H -0.359 1.111 -1.847
H -0.728 2.483 -0.790
H -2.184 1.941 -3.422
H -2.618 3.146 -2.211
H -3.491 2.479 -0.190
H -4.495 1.019 -0.215
H -1.543 0.681 0.309
H -1.815 -0.869 2.521
H -2.798 -2.256 1.967
H -1.328 -2.198 -0.181
H -0.592 -2.838 1.307
H 1.675 0.723 0.310
H 1.907 -0.771 -2.279
H 2.294 0.945 -2.100
H 3.470 -0.159 -2.815
```

The HOMO energy is -8.026 eV. The structure (SMILES) is CC[C@@H](C(=O)OCCOCCN(CC)CC)c1ccccc1. Its LUMO energy is 0.801 eV. The value obtained for the relative energy (zero: lowest compared OMol25 entry of this formula, charge and spin) is 194.2 kJ/mol. The calculation puts the calculated total energy at -26768.979 eV. The HOMO-LUMO gap comes out at 8.83 eV.